Here is a cluster of 3 separate species, C10H24N2O8P3S in total in a non-equilibrium geometry from the OMol25 dataset. Energies are from ωB97M-V/def2-TZVPD.

## Properties
E_LUMO: -0.1639 Ha
energy above the lowest of the compared OMol25 structures with the same formula, charge and spin: 0.0000 eV
spin multiplicity: 1
total charge: +1

The geometry in XYZ format:
```
48
Properties=species:S:1:pos:R:3:forces:R:3
S -0.429233 -5.174996 -1.313702 0.1 -0.3 0.0
P -1.041332 -4.606780 0.413521 0.1 -0.1 -1.1
C -0.039032 -3.167469 0.989604 -0.6 -0.8 0.1
C -0.081371 -2.672498 2.280185 0.3 0.5 0.3
C 0.693557 -1.569531 2.552957 -0.5 -0.4 -0.2
C 1.433388 -1.051447 1.491057 0.4 0.6 0.5
N 1.460807 -1.536803 0.277153 -0.3 -0.5 -0.5
N 0.704605 -2.598472 0.063992 0.5 0.3 1.1
H -1.028836 -5.573980 1.425324 0.0 0.3 0.4
H -2.335312 -4.066351 0.435202 -0.1 0.0 0.4
H -0.692694 -3.131876 3.036439 -0.2 -0.2 0.1
H 0.699097 -1.108178 3.525052 0.1 0.2 0.2
H 2.038566 -0.177344 1.654627 0.2 0.2 -0.1
H 0.680304 -2.949290 -0.909274 0.0 0.3 -0.3
C 1.190893 0.823295 -3.680402 0.1 0.1 0.0
O -0.072667 0.148540 -3.834649 0.0 -0.1 0.1
P -0.132953 -1.394464 -3.539359 -0.3 0.3 -0.6
O 0.293422 -1.821613 -2.196749 0.1 0.1 -0.6
O 0.713326 -2.109123 -4.666890 0.1 0.0 0.4
C 0.539342 -1.738245 -6.047151 0.0 0.0 -0.2
O -1.653401 -1.672988 -3.872368 0.2 0.3 -0.2
C -2.035246 -3.016556 -3.544083 -0.1 -0.2 0.2
H 1.062085 1.629196 -2.963479 0.0 0.0 0.0
H 1.970003 0.147726 -3.328633 0.0 0.0 0.0
H 1.478085 1.237417 -4.644171 0.0 0.0 0.0
H 1.420076 -1.190769 -6.376297 0.0 0.0 0.0
H -0.347447 -1.123556 -6.192391 0.0 0.0 0.1
H 0.444347 -2.650350 -6.629768 0.0 0.0 0.1
H -1.719493 -3.178490 -2.522460 -0.2 -0.4 0.1
H -1.536175 -3.737900 -4.192803 0.0 0.0 0.0
H -3.110933 -3.125815 -3.640379 0.0 0.2 -0.1
C 0.898255 4.772986 5.430772 0.1 0.1 0.1
O -0.216118 4.483125 4.564698 -0.1 0.0 0.0
P -0.205429 3.130110 3.766424 0.0 0.1 0.0
O -0.065646 1.893820 4.534118 0.2 -0.3 -0.2
O 0.956381 3.274260 2.686315 0.1 -0.1 0.0
C 1.067092 4.481016 1.912119 0.0 0.0 0.0
O -1.551702 3.290623 2.952300 -0.1 0.2 0.1
C -1.981135 2.182899 2.158704 0.0 -0.1 0.0
H 0.516222 4.932820 6.434592 0.0 0.0 0.0
H 1.620389 3.957532 5.446023 0.0 0.0 0.0
H 1.380833 5.680998 5.075690 0.0 0.0 0.0
H 1.939771 5.036760 2.249717 0.0 0.0 0.0
H 0.180562 5.105569 2.007399 0.0 0.0 0.0
H 1.199812 4.203383 0.869288 0.0 0.0 0.0
H -2.090426 1.292176 2.777802 0.0 0.0 0.0
H -1.270678 1.993017 1.350620 0.0 0.0 0.0
H -2.943958 2.447613 1.733313 0.0 0.1 0.0
```
Forces are in eV/Å.

---

Here is an isolated molecule of C6H7I in a non-equilibrium geometry from the OMol25 dataset. Energies are from ωB97M-V/def2-TZVPD.

## Properties
E_LUMO: 0.0269 Ha
energy above the lowest of the compared OMol25 structures with the same formula, charge and spin: 3.9051 eV
spin multiplicity: 1
total charge: 0

The geometry in XYZ format:
```
14
Properties=species:S:1:pos:R:3:forces:R:3
C 0.034545 1.116572 1.050027 -1.6 2.1 -1.5
C 0.295399 0.195972 -0.085257 1.0 -0.7 1.9
C 0.355181 0.183204 -1.567305 2.2 -1.0 -2.0
C -0.233298 -0.941803 -0.777598 -0.3 -1.4 1.0
C -0.166889 -2.078394 0.257229 -0.7 -1.1 0.2
C 0.969861 -1.142740 0.214052 0.4 0.3 -1.0
I 2.847641 -1.737368 -0.504684 0.2 -0.1 -0.1
H -0.717343 1.860126 0.647067 0.7 -0.3 0.7
H 0.958167 1.660126 1.269168 -0.2 -0.1 0.2
H -0.412495 0.707801 1.952486 0.3 -0.5 -0.1
H 1.357132 0.031505 -2.082579 -0.9 0.0 1.0
H -0.236962 0.656969 -2.314610 -1.1 0.8 0.3
H -0.806626 -1.899788 1.118930 -0.4 0.0 -0.2
H -0.110359 -3.211739 0.092492 0.3 2.0 -0.5
```
Forces are in eV/Å.

---

Here is a cluster of 6 separate species, C33H79BO5S in total in a non-equilibrium geometry from the OMol25 dataset. Energies are from ωB97M-V/def2-TZVPD.

## Properties
E_LUMO: 0.0167 Ha
spin multiplicity: 1
total charge: 0

The geometry in XYZ format:
```
119
Properties=species:S:1:pos:R:3:forces:R:3
C 0.952950 2.619340 -2.910587 0.2 -0.1 0.5
C -0.535668 2.423243 -2.898960 -0.1 0.2 -0.6
O -1.261930 3.368876 -2.087373 0.3 0.2 0.4
S -1.441287 2.941726 -0.506491 -0.7 0.3 0.4
O -0.388764 2.009031 -0.228302 0.5 -0.7 0.2
O -1.019080 4.311755 0.283910 -0.2 -0.2 -1.2
C -0.758712 5.505142 -0.495359 0.5 0.8 0.6
B 0.713991 5.584925 -1.068576 -0.3 0.1 0.0
O 1.761023 5.003237 -0.395396 -0.1 -0.9 -0.5
O 0.903163 6.255090 -2.250845 -0.1 -0.8 -0.5
H 1.227860 3.641333 -3.138342 0.0 0.2 -0.3
H 1.383597 1.963799 -3.656350 0.2 -0.1 -0.3
H 1.389153 2.346403 -1.957966 0.1 -0.1 0.3
H -0.902790 2.585110 -3.904033 -0.3 0.2 -0.2
H -0.794654 1.402950 -2.650199 -0.1 -0.2 0.4
H -1.505845 5.687566 -1.254420 -0.2 -0.2 -0.2
H -0.852059 6.326648 0.212317 -0.2 0.1 0.3
H 2.047054 4.225340 -0.907832 0.4 0.3 0.5
H 1.522428 5.735122 -2.791719 0.2 0.9 0.2
C 4.762759 -2.009500 -2.523869 0.1 0.1 0.1
C 4.657745 -1.713825 -1.028917 0.0 -0.1 -0.1
C 3.516287 -2.462955 -0.346545 0.0 0.0 0.1
C 2.122558 -2.095941 -0.854890 0.0 0.0 -0.2
C 1.757726 -0.616407 -0.736998 -0.1 -0.1 0.2
C 1.725337 -0.119268 0.705426 0.1 0.1 -0.1
H 3.867127 -1.699514 -3.064982 0.0 0.0 0.0
H 5.610092 -1.476208 -2.956761 0.0 0.0 -0.1
H 4.916367 -3.076777 -2.695074 0.0 0.0 0.0
H 4.552603 -0.636678 -0.869488 0.0 0.0 0.0
H 5.598526 -2.001161 -0.552306 0.0 0.0 0.0
H 3.565540 -2.288146 0.731551 0.0 0.0 0.0
H 3.669214 -3.538429 -0.481570 0.0 0.0 0.0
H 1.385054 -2.684662 -0.298952 0.0 0.0 0.0
H 2.022656 -2.402692 -1.901142 0.0 0.0 0.0
H 0.765216 -0.470986 -1.173911 0.0 0.1 0.0
H 2.445808 -0.002254 -1.327774 0.0 0.0 0.0
H 1.009862 -0.697533 1.295322 0.0 0.0 0.0
H 1.419139 0.922548 0.740700 0.0 0.0 0.1
H 2.702864 -0.192787 1.186398 0.0 -0.1 0.0
C -0.426379 -1.906275 -4.286608 -0.1 0.1 0.1
C -1.426808 -1.993761 -3.137876 0.2 0.0 -0.1
C -2.006999 -3.389933 -2.942162 -0.1 -0.1 0.1
C -2.816501 -3.941308 -4.116034 0.1 0.1 -0.1
C -3.998554 -3.072443 -4.542671 -0.1 -0.1 0.1
C -5.051309 -2.904460 -3.450241 0.0 0.1 -0.1
H -0.886425 -2.139194 -5.247877 0.0 0.0 0.0
H -0.015093 -0.896789 -4.356920 0.1 0.0 0.0
H 0.405031 -2.596525 -4.129471 0.0 0.0 0.0
H -2.226752 -1.263362 -3.293813 0.0 0.0 0.0
H -0.921627 -1.702919 -2.212311 0.0 0.0 0.0
H -2.627751 -3.377549 -2.043465 0.0 -0.1 0.0
H -1.187897 -4.085308 -2.732806 0.0 0.0 0.0
H -3.185415 -4.935327 -3.845685 0.0 0.0 0.0
H -2.158839 -4.091472 -4.976929 0.0 0.0 0.0
H -4.468599 -3.534505 -5.414507 0.0 0.0 0.0
H -3.648535 -2.089408 -4.869554 0.0 0.0 0.0
H -5.444674 -3.873467 -3.137078 0.0 0.0 0.0
H -5.888351 -2.305615 -3.811081 0.0 0.0 0.0
H -4.645140 -2.401780 -2.571148 0.0 0.0 0.0
C 7.920077 2.008507 -5.484098 0.0 0.1 0.1
C 7.811695 2.298327 -3.989464 0.0 -0.1 -0.1
C 6.675740 1.540370 -3.305194 0.0 0.0 0.1
C 5.273167 1.872287 -3.814203 0.0 -0.1 -0.1
C 4.881488 3.344191 -3.720284 -0.1 0.0 0.1
C 4.843088 3.863998 -2.286732 -0.1 0.1 -0.2
H 7.022248 2.315640 -6.022318 0.0 0.0 0.0
H 8.762404 2.546143 -5.920794 0.0 0.0 0.0
H 8.075536 0.942764 -5.662805 0.0 0.0 0.0
H 7.698140 3.374578 -3.833086 0.0 0.0 0.0
H 8.752102 2.018273 -3.508763 0.0 0.0 0.0
H 6.727243 1.726483 -2.228618 0.0 0.0 0.0
H 6.840699 0.466202 -3.430401 0.0 0.0 0.0
H 4.549106 1.277028 -3.246160 0.0 0.0 0.0
H 5.176191 1.547405 -4.854040 0.0 0.0 0.0
H 3.887070 3.464367 -4.161584 0.0 0.0 -0.1
H 5.557462 3.958674 -4.320270 0.0 0.0 0.0
H 4.136033 3.282918 -1.687454 0.1 0.0 0.0
H 4.523709 4.907553 -2.265750 0.0 0.0 0.1
H 5.819064 3.811810 -1.804716 0.0 0.0 0.0
C -2.671871 -3.605576 5.655894 0.0 -0.1 -0.1
C -1.757849 -4.025453 4.509841 0.0 0.1 0.1
C -0.952303 -2.862155 3.933630 0.0 0.0 -0.1
C -1.792496 -1.739270 3.322670 0.0 0.0 0.1
C -2.734512 -2.175179 2.201725 0.1 0.1 -0.1
C -2.004096 -2.749379 0.991808 -0.1 0.0 0.0
H -3.417031 -2.878815 5.327437 0.0 0.0 0.0
H -3.207589 -4.464992 6.061434 0.0 0.0 0.0
H -2.092692 -3.159069 6.466627 0.0 0.0 0.0
H -2.350387 -4.504983 3.725993 0.0 0.0 0.0
H -1.060875 -4.785527 4.871967 0.0 0.0 0.0
H -0.256271 -3.249820 3.184120 0.0 0.0 0.0
H -0.329728 -2.434271 4.725800 0.0 0.0 0.0
H -1.115267 -0.970397 2.937279 0.0 0.0 0.0
H -2.379222 -1.253085 4.108032 0.0 0.0 0.0
H -3.313097 -1.304391 1.881965 0.0 0.0 0.0
H -3.459871 -2.904095 2.573697 0.0 0.0 0.0
H -1.302250 -2.020318 0.578311 0.0 0.0 0.0
H -2.712963 -3.013835 0.206429 0.0 0.0 0.0
H -1.448047 -3.652613 1.248077 0.0 0.0 0.0
C -6.777407 2.409135 6.430522 0.1 0.1 0.0
C -5.560023 1.999007 5.606403 -0.1 0.0 0.0
C -5.322244 0.490309 5.583787 0.1 0.0 0.0
C -5.034142 -0.138112 6.948226 -0.1 0.0 0.0
C -3.832851 0.449940 7.687313 0.1 -0.1 -0.1
C -2.518687 0.262684 6.935912 0.0 0.1 0.1
H -6.667248 2.132666 7.479908 0.0 0.0 0.0
H -6.923522 3.489263 6.390867 0.0 0.0 0.0
H -7.683517 1.935462 6.047482 0.0 0.0 0.0
H -4.673303 2.516564 5.981848 0.0 0.0 0.0
H -5.700129 2.342221 4.578265 0.0 0.0 0.0
H -4.496133 0.273223 4.899783 0.0 0.0 0.0
H -6.201480 -0.001174 5.155328 0.0 0.0 0.0
H -4.871660 -1.211446 6.806822 0.0 0.0 0.0
H -5.918483 -0.051775 7.585707 0.0 0.0 0.0
H -3.755158 -0.040099 8.661298 0.0 0.0 0.0
H -3.991878 1.512056 7.891889 0.0 0.0 0.0
H -2.321142 -0.795620 6.756318 0.0 0.0 0.0
H -1.684008 0.664115 7.512159 0.0 0.0 0.0
H -2.527124 0.775229 5.972701 0.0 0.0 0.0
```
Forces are in eV/Å.